Record 1
{
  "formula": "C4H4F3N2",
  "method": "ωB97M-V with the def2-TZVPD basis set",
  "symbols": ["C", "C", "C", "C", "N", "N", "F", "F", "F", "H", "H", "H", "H"],
  "coordinates": [[-0.23, 0.13, 0.82], [-0.44, -1.19, 0.61], [1.21, -0.37, -0.89], [-0.34, -2.49, -1.34], [0.58, 0.65, -0.12], [0.22, -1.56, -0.58], [0.21, -2.87, -2.44], [-1.30, -3.22, -0.92], [2.59, -0.40, -0.51], [-0.67, 0.74, 1.59], [-1.05, -1.89, 1.14], [1.23, -0.21, -1.98], [1.01, 1.56, -0.04]],
  "multiplicity": 3,
  "s_squared": 2.01,
  "total_charge": 1,
  "energy_ha": -563.5051
}

=====

Record 2
{
  "formula": "C26H59NO23S8",
  "method": "ωB97M-V with the def2-TZVPD basis set",
  "symbols": ["C", "C", "C", "O", "S", "O", "O", "O", "C", "S", "C", "C", "O", "N", "C", "C", "H", "H", "H", "H", "H", "H", "H", "H", "H", "H", "H", "C", "C", "O", "S", "C", "O", "O", "H", "H", "H", "H", "H", "H", "H", "H", "C", "C", "O", "S", "C", "O", "O", "H", "H", "H", "H", "H", "H", "H", "H", "C", "C", "O", "S", "C", "O", "O", "H", "H", "H", "H", "H", "H", "H", "H", "C", "C", "O", "S", "C", "O", "O", "H", "H", "H", "H", "H", "H", "H", "H", "C", "C", "O", "S", "C", "O", "O", "H", "H", "H", "H", "H", "H", "H", "H", "C", "C", "O", "S", "C", "O", "O", "H", "H", "H", "H", "H", "H", "H", "H"],
  "coordinates": [[-1.69, 2.26, -5.30], [-0.66, 1.93, -4.80], [0.56, 1.71, -4.04], [0.74, 2.88, -3.16], [-0.23, 2.65, -1.91], [-1.51, 3.20, -2.19], [0.34, 3.03, -0.67], [-0.45, 1.01, -2.08], [0.53, 0.57, -3.01], [2.13, 0.75, -2.01], [0.42, -0.85, -3.54], [1.36, -1.91, -2.98], [1.20, -2.38, -1.88], [2.41, -2.37, -3.86], [2.15, -3.76, -4.26], [3.73, -2.30, -3.21], [-2.56, 2.69, -5.75], [1.44, 1.68, -4.67], [3.00, 0.49, -2.99], [0.52, -0.85, -4.62], [-0.57, -1.21, -3.29], [3.10, -4.19, -4.58], [1.49, -3.80, -5.12], [1.78, -4.37, -3.43], [4.47, -2.06, -3.98], [3.80, -1.54, -2.44], [4.02, -3.25, -2.75], [-0.29, -2.04, 0.76], [0.27, -1.53, 2.07], [-0.65, -1.72, 3.17], [-0.76, -3.16, 3.80], [-1.60, -2.71, 5.27], [0.56, -3.62, 4.13], [-1.62, -3.97, 2.99], [-0.38, -3.13, 0.76], [0.37, -1.77, -0.07], [-1.28, -1.63, 0.57], [1.22, -2.01, 2.30], [0.44, -0.46, 2.02], [-0.95, -2.05, 5.86], [-1.81, -3.62, 5.82], [-2.52, -2.20, 5.01], [-3.78, 5.05, -2.85], [-5.18, 5.56, -2.57], [-5.77, 6.21, -3.72], [-6.34, 5.29, -4.88], [-7.26, 6.54, -5.71], [-7.24, 4.33, -4.32], [-5.27, 4.87, -5.73], [-3.80, 4.22, -3.56], [-3.31, 4.70, -1.94], [-3.17, 5.84, -3.28], [-5.83, 4.76, -2.22], [-5.16, 6.32, -1.79], [-8.04, 6.90, -5.05], [-7.70, 6.09, -6.60], [-6.59, 7.35, -5.99], [2.22, -3.73, 6.89], [3.50, -4.01, 7.64], [4.42, -2.89, 7.53], [4.12, -1.63, 8.44], [5.66, -0.82, 8.24], [3.96, -2.05, 9.80], [3.09, -0.87, 7.80], [1.65, -2.94, 7.37], [1.59, -4.62, 6.86], [2.42, -3.41, 5.87], [3.31, -4.24, 8.69], [4.02, -4.86, 7.21], [6.44, -1.44, 8.68], [5.60, 0.13, 8.76], [5.84, -0.66, 7.18], [4.99, -8.73, 3.20], [3.61, -8.95, 2.60], [2.73, -7.83, 2.83], [2.91, -6.55, 1.90], [1.40, -5.76, 2.32], [2.88, -6.98, 0.54], [4.00, -5.77, 2.40], [5.52, -7.94, 2.68], [5.57, -9.65, 3.13], [4.91, -8.44, 4.25], [3.67, -9.16, 1.53], [3.13, -9.80, 3.08], [0.57, -6.39, 1.99], [1.37, -4.80, 1.81], [1.36, -5.60, 3.39], [-0.28, 6.08, -10.94], [-0.58, 6.25, -9.47], [-1.99, 6.14, -9.19], [-2.62, 4.68, -9.12], [-4.14, 5.12, -8.36], [-1.84, 3.89, -8.21], [-2.87, 4.21, -10.45], [-0.47, 5.05, -11.27], [0.77, 6.31, -11.14], [-0.90, 6.73, -11.55], [-0.03, 5.54, -8.86], [-0.30, 7.25, -9.14], [-3.94, 5.52, -7.37], [-4.74, 4.22, -8.28], [-4.64, 5.86, -8.98], [0.84, 1.29, 7.39], [-0.51, 1.83, 7.80], [-1.16, 2.55, 6.73], [-1.86, 1.70, 5.58], [-2.78, 3.00, 4.86], [-2.75, 0.75, 6.19], [-0.86, 1.25, 4.66], [0.74, 0.51, 6.63], [1.36, 0.86, 8.24], [1.45, 2.08, 6.96], [-1.17, 1.03, 8.15], [-0.41, 2.54, 8.61], [-3.50, 3.37, 5.59], [-3.30, 2.59, 3.99], [-2.10, 3.79, 4.56]],
  "multiplicity": 1,
  "energy_ha": -5996.6357
}

=====

Record 3
{
  "formula": "C2H6IO2P",
  "method": "ωB97M-V with the def2-TZVPD basis set",
  "symbols": ["C", "C", "O", "O", "P", "I", "H", "H", "H", "H", "H", "H"],
  "coordinates": [[1.57, -0.71, 0.47], [0.46, -0.61, -0.56], [-0.03, 0.71, -0.66], [-2.37, 1.49, -0.24], [-1.03, 1.37, 0.45], [-3.93, -0.59, 0.06], [2.41, -0.09, 0.17], [1.21, -0.37, 1.44], [1.90, -1.74, 0.56], [-0.36, -1.30, -0.31], [0.83, -0.86, -1.55], [-0.65, 2.71, 0.18]],
  "multiplicity": 1,
  "energy_ha": -869.2750
}

=====

Record 4
{
  "formula": "C26H33N5O6V",
  "method": "ωB97M-V with the def2-TZVPD basis set",
  "symbols": ["V", "O", "C", "O", "C", "C", "C", "C", "C", "N", "H", "H", "H", "H", "C", "C", "N", "C", "N", "C", "C", "C", "N", "C", "H", "H", "H", "H", "H", "H", "H", "H", "H", "H", "H", "H", "H", "O", "C", "C", "C", "C", "C", "C", "N", "H", "H", "H", "H", "H", "H", "H", "H", "H", "H", "H", "O", "C", "C", "C", "C", "C", "C", "C", "O", "O", "H", "H", "H", "H", "H"],
  "coordinates": [[-0.21, -0.39, 0.95], [-2.16, -0.94, 4.31], [-1.32, -0.82, 3.48], [-1.35, -1.02, 2.21], [0.10, -0.30, 3.81], [0.54, -0.05, 5.10], [1.80, 0.51, 5.25], [2.53, 0.82, 4.12], [2.01, 0.54, 2.86], [0.81, -0.02, 2.71], [-0.11, -0.30, 5.93], [2.19, 0.73, 6.24], [3.51, 1.28, 4.19], [2.57, 0.78, 1.97], [-0.10, 1.85, -4.02], [-1.05, 1.87, -2.84], [-0.55, 0.98, -1.80], [0.74, 0.65, -1.60], [1.04, -0.05, -0.48], [2.35, -0.68, -0.43], [2.94, -0.91, -1.82], [2.98, 0.44, -2.52], [1.65, 1.02, -2.50], [1.33, 2.02, -3.52], [-0.34, 2.66, -4.71], [-0.19, 0.91, -4.57], [-2.05, 1.54, -3.14], [-1.13, 2.89, -2.43], [-1.25, 0.57, -1.19], [2.26, -1.62, 0.12], [3.05, -0.03, 0.13], [2.32, -1.62, -2.38], [3.95, -1.31, -1.75], [3.29, 0.31, -3.57], [3.70, 1.11, -2.04], [2.04, 1.92, -4.34], [1.46, 3.02, -3.09], [-0.14, -2.05, 0.47], [-0.89, -3.05, 0.39], [-1.98, -3.05, -0.62], [-1.16, -3.55, -1.86], [-0.31, -4.81, -1.66], [1.00, -4.65, -0.85], [0.80, -4.70, 0.68], [-0.55, -4.21, 0.93], [-2.40, -2.05, -0.79], [-2.78, -3.75, -0.39], [-0.52, -2.73, -2.21], [-1.89, -3.76, -2.64], [-0.02, -5.14, -2.66], [-0.92, -5.62, -1.25], [1.47, -3.71, -1.14], [1.69, -5.46, -1.13], [1.53, -4.09, 1.21], [0.87, -5.72, 1.06], [-1.26, -4.95, 0.92], [-4.32, 3.39, 1.49], [-3.18, 3.93, 1.15], [-3.12, 5.32, 0.92], [-1.94, 5.92, 0.53], [-0.76, 5.17, 0.38], [-0.78, 3.81, 0.62], [-1.98, 3.17, 0.99], [-2.01, 1.73, 1.09], [-2.97, 1.01, 1.29], [-0.85, 1.08, 0.89], [-4.30, 2.42, 1.61], [-4.02, 5.89, 1.05], [-1.92, 6.98, 0.33], [0.15, 5.65, 0.07], [0.11, 3.21, 0.52]],
  "multiplicity": 1,
  "total_charge": 3,
  "energy_ha": -2678.8461
}

=====

Record 5
{
  "formula": "C2H2DyFLiO",
  "method": "ωB97M-V with the def2-TZVPD basis set",
  "symbols": ["H", "C", "C", "O", "Li", "Dy", "F", "H"],
  "coordinates": [[0.96, -1.35, 0.07], [0.36, 0.45, -1.09], [0.72, -0.17, 0.03], [-0.22, -0.59, 0.91], [0.73, 0.01, 2.59], [-2.49, -0.01, 0.55], [-1.02, 0.57, -1.32], [0.97, 1.08, -1.73]],
  "multiplicity": 7,
  "s_squared": 12.02,
  "total_charge": 2,
  "energy_ha": -1144.3860
}

=====

Record 6
{
  "formula": "C5H6O2",
  "method": "ωB97M-V with the def2-TZVPD basis set",
  "symbols": ["C", "C", "C", "C", "C", "H", "H", "H", "H", "H", "H", "O", "O"],
  "coordinates": [[-1.73, -0.48, 0.12], [-0.24, 0.72, 0.13], [1.35, 1.18, -0.21], [1.85, -0.11, 0.02], [-0.27, -0.64, -0.47], [-2.60, -0.94, -0.33], [-2.01, -0.80, 1.13], [-0.35, 0.55, 1.29], [2.10, 2.09, -0.22], [2.91, -0.38, 0.35], [-0.35, -0.88, -1.52], [-1.59, 0.92, -0.25], [0.92, -1.23, -0.04]],
  "multiplicity": 1,
  "energy_ha": -344.3919
}

=====

Record 7
{
  "formula": "C22H35Br12N3O",
  "method": "ωB97M-V with the def2-TZVPD basis set",
  "symbols": ["C", "C", "C", "C", "C", "C", "N", "C", "O", "C", "N", "N", "C", "C", "H", "H", "H", "H", "H", "H", "H", "H", "H", "H", "H", "Br", "C", "C", "Br", "H", "H", "H", "H", "Br", "C", "C", "Br", "H", "H", "H", "H", "Br", "C", "C", "Br", "H", "H", "H", "H", "Br", "C", "C", "Br", "H", "H", "H", "H", "Br", "C", "C", "Br", "H", "H", "H", "H", "Br", "C", "C", "Br", "H", "H", "H", "H"],
  "coordinates": [[2.83, -1.08, 3.57], [2.00, 0.01, 2.95], [2.58, 1.19, 2.42], [1.80, 2.18, 1.89], [2.48, 3.42, 1.37], [0.39, 2.04, 1.87], [-0.40, 3.04, 1.35], [-1.66, 2.84, 1.39], [-2.46, 3.88, 0.92], [-2.26, 1.63, 1.92], [-3.64, 1.49, 1.97], [-1.55, 0.66, 2.41], [-0.20, 0.88, 2.39], [0.64, -0.12, 2.92], [3.85, -1.10, 3.19], [2.32, -2.03, 3.42], [2.86, -0.91, 4.64], [3.66, 1.28, 2.46], [3.17, 3.20, 0.55], [3.04, 3.85, 2.20], [1.76, 4.18, 1.08], [-2.74, 4.33, 1.73], [-4.09, 1.98, 1.21], [-3.85, 0.50, 1.83], [0.19, -1.01, 3.35], [-3.38, -2.42, 0.28], [-5.17, -3.04, 0.74], [-6.05, -1.88, 1.09], [-5.65, -1.18, 2.86], [-5.06, -3.75, 1.56], [-5.54, -3.56, -0.14], [-7.10, -2.18, 1.13], [-5.94, -1.05, 0.39], [-2.20, -5.36, -2.52], [-0.52, -4.40, -2.26], [0.42, -5.16, -1.36], [-0.11, -5.01, 0.50], [-0.77, -3.42, -1.88], [-0.10, -4.30, -3.26], [1.42, -4.75, -1.42], [0.46, -6.22, -1.60], [-2.91, 2.48, -0.88], [-3.44, 2.56, -2.76], [-3.88, 1.22, -3.31], [-2.36, 0.06, -3.66], [-2.59, 2.97, -3.30], [-4.27, 3.27, -2.79], [-4.38, 1.34, -4.27], [-4.53, 0.69, -2.63], [0.45, -8.11, -6.54], [0.64, -9.14, -4.90], [0.63, -8.25, -3.68], [2.32, -7.32, -3.46], [1.55, -9.71, -4.99], [-0.22, -9.81, -4.88], [0.50, -8.85, -2.78], [-0.15, -7.49, -3.72], [6.08, 1.51, 0.29], [5.36, 1.13, -1.48], [5.44, 2.33, -2.38], [4.05, 3.63, -1.95], [4.35, 0.77, -1.34], [5.98, 0.32, -1.87], [5.25, 2.05, -3.41], [6.39, 2.85, -2.32], [2.81, 7.30, 4.95], [2.54, 7.75, 3.08], [1.08, 7.72, 2.71], [0.43, 5.90, 2.51], [3.13, 7.05, 2.50], [2.94, 8.75, 2.97], [0.93, 8.19, 1.74], [0.45, 8.21, 3.44]],
  "multiplicity": 1,
  "energy_ha": -31986.9681
}

=====

Record 8
{
  "formula": "C35H55N5O3PPr",
  "method": "ωB97M-V with the def2-TZVPD basis set",
  "symbols": ["Pr", "N", "C", "C", "O", "N", "C", "C", "O", "O", "H", "H", "H", "H", "H", "H", "N", "C", "C", "C", "C", "N", "H", "H", "H", "H", "H", "H", "H", "H", "H", "H", "H", "H", "C", "C", "C", "C", "P", "N", "C", "C", "C", "C", "C", "C", "C", "C", "H", "H", "H", "H", "H", "H", "H", "H", "H", "H", "H", "H", "H", "H", "H", "H", "H", "H", "H", "H", "H", "H", "H", "H", "H", "H", "H", "C", "C", "C", "C", "C", "C", "C", "C", "C", "C", "C", "C", "C", "C", "C", "H", "H", "H", "H", "H", "H", "H", "H", "H", "H"],
  "coordinates": [[-2.00, -0.14, -0.16], [-1.33, -2.17, -1.62], [-1.84, -3.43, -1.09], [-3.08, -3.24, -0.21], [-3.49, -4.24, 0.39], [-3.57, -1.99, -0.24], [-4.84, -1.76, 0.52], [-5.24, -0.32, 0.38], [-6.44, -0.02, 0.21], [-4.30, 0.55, 0.34], [-1.82, -1.92, -2.45], [-0.35, -2.22, -1.91], [-1.05, -3.87, -0.47], [-2.13, -4.15, -1.85], [-4.68, -2.05, 1.59], [-5.61, -2.51, 0.21], [-3.12, 0.69, -3.15], [-4.10, 1.80, -3.19], [-3.41, 3.14, -3.42], [-2.37, 3.57, -2.34], [-2.95, 3.48, -0.93], [-2.09, 2.66, -0.11], [-2.21, 1.05, -3.00], [-3.11, 0.03, -3.92], [-4.70, 1.76, -2.30], [-4.80, 1.65, -4.02], [-4.20, 3.87, -3.52], [-2.93, 3.16, -4.41], [-2.00, 4.58, -2.50], [-1.49, 2.92, -2.47], [-3.93, 2.97, -0.99], [-3.02, 4.47, -0.46], [-2.12, 2.95, 0.87], [-1.12, 2.86, -0.37], [2.33, -2.66, 2.85], [1.12, -2.14, 1.98], [0.19, -3.35, 1.77], [1.75, -1.64, 0.66], [0.12, -0.71, 2.72], [-1.05, -0.17, 1.83], [1.22, 0.82, 3.19], [2.19, 1.20, 2.07], [2.01, 0.70, 4.51], [0.17, 1.96, 3.33], [-0.60, -1.50, 4.38], [-1.20, -0.36, 5.22], [-1.82, -2.34, 3.96], [0.37, -2.30, 5.23], [3.00, -3.24, 2.30], [1.98, -3.29, 3.68], [2.92, -1.82, 3.25], [0.68, -4.02, 0.99], [-0.79, -3.05, 1.45], [0.08, -3.95, 2.64], [2.06, -2.49, 0.11], [2.70, -1.12, 0.80], [1.09, -1.06, 0.05], [3.10, 0.61, 2.08], [2.48, 2.33, 2.26], [1.69, 1.25, 1.09], [2.86, -0.04, 4.39], [1.52, 0.36, 5.45], [2.49, 1.69, 4.79], [-0.30, 2.06, 2.36], [0.66, 2.97, 3.64], [-0.56, 1.79, 4.09], [-1.84, 0.26, 4.58], [-0.45, 0.33, 5.60], [-1.77, -0.69, 6.07], [-2.36, -1.79, 3.17], [-2.52, -2.52, 4.77], [-1.54, -3.28, 3.47], [1.33, -1.78, 5.29], [0.60, -3.31, 4.90], [-0.04, -2.39, 6.26], [-0.02, 0.71, -1.68], [1.09, 0.70, -2.24], [2.31, 0.82, -2.96], [3.43, 1.42, -2.23], [4.79, 1.27, -2.56], [5.81, 1.91, -1.85], [5.53, 2.65, -0.72], [4.23, 2.80, -0.34], [3.19, 2.17, -1.05], [2.35, 0.41, -4.31], [1.20, -0.29, -4.87], [1.14, -0.70, -6.20], [2.18, -0.42, -7.04], [3.31, 0.19, -6.54], [3.42, 0.58, -5.24], [5.09, 0.61, -3.39], [6.85, 1.76, -2.07], [6.28, 3.07, -0.09], [4.04, 3.32, 0.58], [2.14, 2.34, -0.80], [0.34, -0.41, -4.23], [0.27, -1.25, -6.58], [2.08, -0.67, -8.06], [4.16, 0.48, -7.19], [4.36, 1.07, -4.96]],
  "multiplicity": 3,
  "s_squared": 2.00,
  "total_charge": -2,
  "energy_ha": -2724.5820
}

=====

Record 9
{
  "formula": "C3H12IN6O3",
  "method": "ωB97M-V with the def2-TZVPD basis set",
  "symbols": ["I", "C", "O", "N", "N", "H", "H", "H", "H", "C", "O", "N", "N", "H", "H", "H", "H", "C", "O", "N", "N", "H", "H", "H", "H"],
  "coordinates": [[-0.74, 0.33, 0.67], [-1.43, 3.35, -1.77], [-1.44, 4.52, -2.08], [-1.57, 2.34, -2.61], [-1.20, 2.92, -0.51], [-1.75, 1.39, -2.32], [-1.71, 2.64, -3.56], [-0.98, 3.67, 0.13], [-1.09, 1.97, -0.20], [2.45, -0.83, -0.66], [3.28, -1.67, -0.87], [1.55, -0.52, -1.59], [2.25, -0.21, 0.46], [1.68, -1.18, -2.34], [0.67, -0.17, -1.24], [2.83, -0.43, 1.26], [1.42, 0.36, 0.47], [-0.41, -2.71, 2.42], [-0.17, -3.50, 3.30], [-1.66, -2.25, 2.15], [0.48, -2.24, 1.60], [-2.35, -2.48, 2.85], [-1.82, -1.50, 1.49], [1.45, -2.44, 1.77], [0.27, -1.36, 1.16]],
  "multiplicity": 1,
  "total_charge": -1,
  "energy_ha": -973.6264
}